This record from the OMol25 dataset describes C33H50Br2IN16 as an isolated structure at a distorted geometry. The level of theory is ωB97M-V with the def2-TZVPD basis set.

Properties
E_tot ... -7608.50919 hartree
Orbital gap ... 5.0128 eV
Net charge ... -1

Atoms and positions in Å:
C  3.81645  4.18401  -0.38941
C  3.26958  2.76478  -1.00708
Br  4.79353  1.47036  -0.95084
C  1.93111  2.27249  -0.14862
Br  2.02517  0.26342  0.19375
N  0.62637  2.45884  -0.95054
I  0.12365  4.45170  -1.10550
H  4.58349  3.97428  0.50111
H  4.38846  4.86067  -1.15568
H  2.93409  4.81524  0.07475
H  2.99324  2.92805  -2.13269
H  1.91374  2.89190  0.87151
C  0.22591  -0.24661  3.63191
C  0.21939  0.32179  5.04154
N  0.21404  0.79322  6.21108
H  0.85797  -1.13800  3.59228
H  -0.79087  -0.51753  3.33441
H  0.61549  0.49750  2.93166
C  -3.96963  -0.96711  6.01587
C  -3.17075  -1.52790  4.85076
N  -2.50808  -1.99324  3.88410
H  -5.02690  -1.22055  5.89927
H  -3.60391  -1.38897  6.95610
H  -3.86597  0.12098  6.04961
C  0.92144  9.27670  -0.94302
C  -0.36336  8.48713  -0.75314
N  -1.42921  7.83198  -0.59551
H  1.60403  9.08377  -0.11086
H  1.40638  8.98068  -1.87734
H  0.69933  10.34679  -0.98057
C  0.07344  -1.86352  8.40764
C  -1.36035  -2.36594  8.45236
N  -2.54989  -2.78274  8.48961
H  0.28295  -1.25490  9.29157
H  0.76482  -2.71044  8.38641
H  0.22764  -1.25540  7.51196
C  -2.50565  -5.19313  2.32985
C  -1.70678  -5.75392  1.16473
N  -1.04411  -6.21927  0.19807
H  -3.56292  -5.44658  2.21325
H  -2.13993  -5.61500  3.27008
H  -2.40199  -4.10504  2.36358
C  -1.32464  -7.77288  -3.71150
C  -1.33116  -7.20448  -2.30187
N  -1.33652  -6.73304  -1.13233
H  -0.69258  -8.66427  -3.75113
H  -2.34142  -8.04380  -4.00900
H  -0.93506  -7.02877  -4.41175
C  -4.35245  -9.55732  -0.56545
C  -4.27924  -9.89328  -2.04598
N  -4.21857  -10.17187  -3.27432
H  -4.49933  -8.48178  -0.43404
H  -5.18809  -10.08996  -0.10312
H  -3.42369  -9.85302  -0.06967
C  3.80389  1.23010  7.20819
C  4.11349  1.32797  5.72335
N  4.37020  1.40914  4.49143
H  2.72761  1.33209  7.37212
H  4.13273  0.26144  7.59459
H  4.32353  2.02485  7.75057
C  -4.28957  6.11050  -2.07426
C  -5.71819  6.23598  -2.57773
N  -6.90338  6.34006  -2.99557
H  -3.66537  5.63809  -2.83771
H  -3.88591  7.10106  -1.84713
H  -4.26614  5.49991  -1.16736
C  7.01371  4.48563  -3.42097
C  6.10508  5.68062  -3.18313
N  5.35114  6.67198  -2.98592
H  6.47147  3.70742  -3.96504
H  7.88421  4.79021  -4.00852
H  7.35411  4.07983  -2.46427
C  2.99514  -6.41616  -5.08727
C  1.56653  -6.29067  -5.59074
N  0.38133  -6.18659  -6.00858
H  3.61934  -6.88856  -5.85072
H  3.39881  -5.42559  -4.86015
H  3.01857  -7.02674  -4.18038
C  8.82813  0.30191  -0.04291
C  8.73790  0.68417  -1.51121
N  8.66289  1.00125  -2.72939
H  7.82831  0.10323  0.35273
H  9.44134  -0.59621  0.07156
H  9.28116  1.11750  0.52753
C  1.68520  -9.90210  -4.33607
C  3.15077  -10.24526  -4.12508
N  4.36669  -10.52983  -3.94998
H  1.40930  -9.04648  -3.71362
H  1.50844  -9.65072  -5.38551
H  1.05932  -10.75663  -4.06429
C  -9.17187  4.70477  -5.37005
C  -9.26210  5.08702  -6.83836
N  -9.33711  5.40410  -8.05653
H  -10.17169  4.50609  -4.97441
H  -8.55866  3.80665  -5.25558
H  -8.71884  5.52036  -4.79962
C  -4.37241  8.98382  0.76690
C  -4.37040  10.35870  1.41490
N  -4.36859  11.49936  1.95248
H  -3.43737  8.82707  0.22213
H  -4.47182  8.21044  1.53355
H  -5.20957  8.90222  0.06811

---

This record from the OMol25 dataset describes one molecule with the formula C2H4N6 at a distorted geometry. The level of theory is ωB97M-V with the def2-TZVPD basis set.

Properties
E_tot ... -406.99418 hartree
ΔE to the lowest compared entry with this formula, charge and spin ... 3.340 eV
Orbital gap ... 9.8380 eV

Atoms and positions in Å:
C  0.96405  -0.72100  -0.03843
C  -0.64291  0.99574  0.07612
H  3.24525  1.00743  0.59254
H  3.52282  -0.82438  0.10789
H  1.26407  -1.65180  -0.22287
H  0.11736  1.71512  -0.08570
N  3.16005  0.15108  -0.10071
N  1.77278  0.26566  -0.04669
N  -0.37524  -0.27779  0.13071
N  -2.03338  1.02586  -0.06381
N  -2.52693  -0.30524  -0.08763
N  -1.43677  -1.13025  0.07984

---

This record from the OMol25 dataset describes C9H17Cl2F6NO4PS2Zn as an isolated structure at a distorted geometry. The level of theory is ωB97M-V with the def2-TZVPD basis set.

Properties
E_tot ... -5144.32093 hartree
ΔE to the lowest compared entry with this formula, charge and spin ... 26.126 eV
Orbital gap (spin up / spin down) ... 6.9949 / 6.9921 eV
Net charge ... +1

Atoms and positions in Å:
Zn  0.47456  0.66348  0.51106
Cl  1.21319  -1.39377  2.52210
C  2.25178  -0.11622  2.15300
Cl  3.66596  0.00454  2.99789
H  1.66992  -2.12945  3.76533
H  0.73601  -0.87260  3.85009
F  2.16874  0.71749  -0.52560
C  2.16894  1.19767  -2.13988
F  3.27391  1.81434  -2.00606
F  2.28141  0.18223  -2.90360
S  0.57088  2.12183  -2.07529
O  -0.41185  1.26114  -1.43142
O  0.31671  2.40762  -3.44244
N  1.24323  3.24920  -1.28684
S  1.34980  3.46979  0.24457
O  0.42637  2.61754  1.03824
O  2.68238  3.59034  0.71264
C  0.53093  5.11743  0.39916
F  0.59616  5.48742  1.66885
F  -0.73860  5.00644  0.02878
F  1.14863  5.99508  -0.36787
C  -3.81623  -1.98523  -1.02559
C  -3.11929  -0.71369  -0.54267
P  -1.40098  -0.95205  0.02610
C  -1.48338  -2.11110  1.47220
C  -0.17364  -1.96195  2.11883
C  -0.74003  -2.09400  -1.26389
C  0.75575  -2.35471  -1.39128
H  -4.87583  -1.78265  -1.17368
H  -3.73904  -2.79710  -0.30057
H  -3.41283  -2.33337  -1.97394
H  -3.65009  -0.28036  0.30889
H  -3.09540  0.04951  -1.32359
H  -1.66157  -3.13957  1.16029
H  -2.25279  -1.75990  2.16538
H  1.49457  -1.57706  1.05644
H  2.04038  -2.59355  2.25186
H  0.40418  -0.05912  2.37486
H  -1.11302  -1.67459  -2.20238
H  -1.24752  -3.04789  -1.10878
H  1.23724  -1.56472  -1.96379
H  0.93880  -3.28051  -1.93288
H  1.29170  -2.37794  -0.44450

---

This record from the OMol25 dataset describes C15H40CdIO5 as an isolated structure at a distorted geometry. The level of theory is ωB97M-V with the def2-TZVPD basis set.

Properties
2S+1 ... 2
E_tot ... -1436.50112 hartree
ΔE to the lowest compared entry with this formula, charge and spin ... 0.525 eV
Orbital gap (spin up / spin down) ... 11.2694 / 6.1160 eV
Net charge ... +2

Atoms and positions in Å:
Cd  -16.03519  -10.15381  16.14317
I  -13.82036  -8.58498  16.05942
C  -14.63676  -13.53014  19.05613
C  -14.15633  -12.37196  18.19425
C  -13.04187  -12.69820  17.24579
O  -15.20138  -11.98937  17.29703
H  -14.22533  -13.59669  20.06330
H  -14.63426  -14.52051  18.60090
H  -15.69642  -13.32732  19.21139
H  -13.86878  -11.53108  18.82540
H  -13.34347  -13.44804  16.51444
H  -12.26494  -13.19406  17.82771
H  -12.45002  -11.88385  16.82789
H  -15.91536  -12.63095  17.31184
C  -16.42986  -7.84468  19.34565
C  -16.29124  -9.31240  18.99988
C  -16.63991  -10.38319  20.08646
O  -16.99764  -9.55019  17.82716
H  -17.48692  -7.59381  19.43395
H  -15.95452  -7.13475  18.66878
H  -16.03199  -7.58132  20.32567
H  -15.21362  -9.44471  18.90322
H  -17.34730  -9.94896  20.79296
H  -15.67091  -10.56476  20.55139
H  -17.09678  -11.22796  19.57098
H  -17.90383  -9.45541  18.12955
C  -14.94388  -13.37205  13.67151
C  -14.50666  -11.91473  13.96924
C  -13.76383  -11.23389  12.80344
O  -15.63135  -11.12912  14.24275
H  -15.23053  -13.91869  14.56991
H  -14.06858  -13.87613  13.26183
H  -15.67869  -13.30476  12.86925
H  -13.75345  -12.03923  14.74722
H  -14.54941  -11.01793  12.07933
H  -12.96716  -11.74607  12.26392
H  -13.36475  -10.34083  13.28435
H  -16.07785  -10.90494  13.42300
C  -17.92062  -14.04918  16.06438
C  -18.28635  -12.67470  15.43732
C  -19.77287  -12.51071  15.03267
O  -18.01306  -11.61360  16.41094
H  -17.98148  -14.76777  15.24706
H  -18.67684  -14.26920  16.81792
H  -16.98012  -14.31515  16.54688
H  -17.75966  -12.48432  14.50220
H  -20.04882  -13.39787  14.46267
H  -19.95511  -11.61840  14.43378
H  -20.35312  -12.52437  15.95528
H  -18.79595  -11.59551  16.96622
C  -17.34126  -6.66247  15.01339
C  -17.98092  -7.91606  15.47755
C  -19.43237  -8.13015  14.87244
O  -17.27235  -8.92868  15.00725
H  -16.49593  -6.49575  15.68100
H  -18.09920  -5.87916  15.02043
H  -16.87019  -6.63205  14.03091
H  -18.15410  -8.03863  16.54670
H  -20.08265  -7.32893  15.22355
H  -19.84362  -9.04615  15.29662
H  -19.31271  -8.25567  13.79632
H  -17.14987  -8.66591  14.09206